[1]
The following is a quantum chemistry calculation of C28H27IrN2S4 as an isolated structure at a distorted geometry, from the OMol25 dataset.

Last column: Mulliken charge in e.
Geometry (Å):
1 Ir 1.128 -0.161 0.515  0.795
2 S 2.343 -0.851 2.710  -0.263
3 C 3.828 -1.643 2.263  0.682
4 C 4.775 -1.916 3.255  -0.733
5 C 5.946 -2.582 2.949  -0.574
6 C 6.200 -2.994 1.647  -0.587
7 C 5.280 -2.724 0.649  -0.574
8 C 4.103 -2.058 0.955  0.452
9 S 2.951 -1.766 -0.376  -0.151
10 C 1.651 -3.032 0.054  -1.174
11 C 0.612 -2.808 -0.986  0.810
12 C 0.519 -3.652 -2.079  -0.803
13 C -0.271 -3.255 -3.146  -0.962
14 C -1.003 -2.094 -3.028  -0.776
15 C -0.972 -1.367 -1.836  -0.331
16 C -1.961 0.447 -0.317  -2.004
17 S -0.673 1.049 1.959  -0.036
18 C 0.084 2.580 2.463  0.388
19 C -0.770 3.508 3.039  -0.553
20 C -0.277 4.703 3.532  -0.734
21 C 1.086 4.954 3.476  -0.567
22 C 1.940 4.035 2.897  -0.696
23 C 1.459 2.830 2.370  0.757
24 S 2.594 1.759 1.585  -0.182
25 N -0.117 -1.687 -0.863  -0.113
26 H 4.579 -1.607 4.269  0.448
27 H 6.660 -2.787 3.734  0.392
28 H 7.109 -3.528 1.413  0.393
29 H 5.466 -3.038 -0.368  0.453
30 H 1.291 -2.824 1.064  0.515
31 H 2.093 -4.023 0.002  0.539
32 H 1.080 -4.571 -2.106  0.457
33 H -0.321 -3.830 -4.056  0.464
34 H -1.595 -1.760 -3.860  0.436
35 H -2.254 -0.283 0.442  0.751
36 H -2.722 1.233 -0.353  0.288
37 H -1.823 3.278 3.098  0.456
38 H -0.953 5.425 3.965  0.397
39 H 1.485 5.867 3.895  0.391
40 H 2.999 4.237 2.852  0.459
41 C -4.811 0.938 -2.492  -0.947
42 N -4.518 -0.110 -1.557  0.307
43 C -5.148 -0.068 -0.268  -0.996
44 C -3.396 -0.938 -1.809  -1.955
45 C -1.972 -0.239 -1.684  3.845
46 C -1.784 0.703 -2.833  -1.460
47 C -1.055 1.848 -2.873  -0.693
48 C -0.250 2.464 -1.901  -1.257
49 C -0.026 2.095 -0.574  0.304
50 C -0.695 1.108 0.144  0.352
51 H -5.677 1.502 -2.156  0.354
52 H -5.033 0.507 -3.473  0.300
53 H -3.962 1.627 -2.613  0.313
54 H -6.231 -0.108 -0.399  0.405
55 H -4.913 0.842 0.296  0.326
56 H -4.853 -0.930 0.327  0.301
57 H -3.480 -1.338 -2.824  0.400
58 H -3.415 -1.774 -1.105  0.550
59 H -2.233 0.381 -3.763  0.520
60 H -1.060 2.359 -3.829  0.429
61 H 0.284 3.339 -2.241  0.415
62 H 0.681 2.727 -0.050  0.273

Results
Charge   +1
E_LUMO (spin up / spin down)   -4.08 / -4.58 eV
Expectation value of S²   0.946
Calculated total energy   -2889.45946 hartree
Gap between HOMO and LUMO (spin up / spin down)   5.65 / 5.05 eV
Spin multiplicity   2

=====

[2]
The following is a quantum chemistry calculation of C28H27MnN8O2S as an isolated structure, from the OMol25 dataset.

Last column: Mulliken charge in e.
Geometry (Å):
1 Mn -0.949 0.433 -0.418  -0.418
2 C -0.399 -0.419 -3.223  -1.272
3 N 0.402 0.215 -2.141  0.413
4 C 0.884 1.550 -2.556  -1.459
5 C -0.171 2.604 -2.352  1.042
6 C -0.110 3.814 -3.028  -1.082
7 C -1.058 4.783 -2.750  -0.331
8 C -2.051 4.515 -1.816  -0.855
9 C -2.049 3.286 -1.192  -0.317
10 N -1.128 2.350 -1.454  0.448
11 C 1.505 -0.662 -1.716  -1.552
12 C 1.006 -1.787 -0.843  1.179
13 C 1.783 -2.909 -0.598  -1.103
14 C 1.294 -3.886 0.251  -0.391
15 C 0.034 -3.729 0.816  -0.999
16 C -0.679 -2.587 0.521  -0.305
17 N -0.200 -1.633 -0.290  0.622
18 C -1.858 -0.630 -2.929  0.770
19 C -2.693 -1.174 -3.896  -1.129
20 C -4.035 -1.343 -3.612  -0.376
21 C -4.522 -0.965 -2.367  -0.876
22 C -3.638 -0.436 -1.453  -0.169
23 N -2.335 -0.276 -1.731  0.723
24 H 0.043 -1.385 -3.480  0.643
25 H -0.327 0.197 -4.122  0.683
26 H 1.206 1.535 -3.601  0.557
27 H 1.740 1.812 -1.937  0.554
28 H 0.675 3.993 -3.750  0.511
29 H -1.025 5.739 -3.255  0.457
30 H -2.809 5.246 -1.573  0.462
31 H -2.797 3.029 -0.451  0.396
32 H 2.210 -0.054 -1.149  0.360
33 H 2.034 -1.070 -2.584  0.642
34 H 2.756 -3.004 -1.063  0.548
35 H 1.885 -4.765 0.467  0.492
36 H -0.387 -4.478 1.472  0.477
37 H -1.665 -2.415 0.939  0.438
38 H -2.289 -1.454 -4.860  0.551
39 H -4.699 -1.762 -4.355  0.458
40 H -5.565 -1.076 -2.109  0.476
41 H -3.959 -0.122 -0.471  0.182
42 N 4.918 -2.398 4.265  -0.479
43 C 4.165 -1.483 3.607  1.093
44 C 4.307 -1.296 2.219  -1.057
45 C 3.535 -0.370 1.558  -0.064
46 C 2.594 0.389 2.251  -0.314
47 C 2.454 0.226 3.632  -0.449
48 C 3.221 -0.699 4.298  -0.855
49 S 1.669 1.604 1.428  1.000
50 O 1.404 2.700 2.299  -0.694
51 O 2.236 1.799 0.120  -0.721
52 N 0.157 0.949 1.072  0.342
53 C -0.833 0.826 2.009  0.579
54 N -0.654 0.691 3.312  -0.300
55 C -1.752 0.519 4.035  -0.313
56 C -3.030 0.415 3.479  -0.914
57 C -3.115 0.489 2.109  -0.027
58 N -2.021 0.724 1.368  0.097
59 H 5.699 -2.834 3.809  0.213
60 H 4.919 -2.415 5.268  0.213
61 H 5.060 -1.855 1.678  0.360
62 H 3.709 -0.193 0.505  0.592
63 H 1.753 0.842 4.176  0.536
64 H 3.119 -0.810 5.370  0.332
65 H -1.613 0.434 5.107  0.472
66 H -3.904 0.266 4.094  0.447
67 H -4.060 0.394 1.590  0.456

Results
Charge   +2
E_LUMO (spin up / spin down)   -7.23 / -6.16 eV
Expectation value of S²   6.055
Calculated total energy   -3220.50637 hartree
Relative energy (zero: lowest compared OMol25 entry of this formula, charge and spin)   0.0 kcal/mol
Gap between HOMO and LUMO (spin up / spin down)   5.41 / 6.50 eV
Spin multiplicity   5

=====

[3]
The following is a quantum chemistry calculation of C28H27N4O8PtSTe as an isolated structure, from the OMol25 dataset.

Last column: Mulliken charge in e.
Geometry (Å):
1 Pt 0.533 -0.756 2.000  1.290
2 O -2.068 1.167 4.550  -0.785
3 C -1.088 0.907 3.859  0.350
4 O -1.106 0.068 2.890  -0.722
5 C 0.190 1.709 4.120  -0.097
6 C 0.156 2.493 5.245  -0.418
7 C 1.206 3.351 5.572  -0.616
8 C 2.308 3.452 4.751  -0.033
9 C 2.368 2.684 3.606  -0.685
10 C 1.328 1.754 3.232  0.838
11 O 1.467 1.046 2.186  -0.856
12 N 3.570 2.874 2.795  1.065
13 O 3.671 2.315 1.725  -0.577
14 O 4.442 3.620 3.243  -0.724
15 N 1.138 4.166 6.760  1.061
16 O 0.141 4.089 7.464  -0.666
17 O 2.080 4.906 7.018  -0.681
18 H -0.727 2.439 5.864  0.603
19 H 3.119 4.118 4.991  0.651
20 S -0.478 -5.156 3.345  -0.512
21 C -0.264 -3.655 2.738  0.516
22 N -0.150 -2.593 2.274  -0.343
23 C 3.676 -1.700 2.693  -0.902
24 C 3.031 -2.154 1.391  0.479
25 O 3.441 -3.151 0.796  -0.701
26 N 2.042 -1.369 0.925  -0.100
27 Te 0.011 -2.118 -1.216  0.858
28 C -1.501 -2.323 -2.712  -0.434
29 C -1.345 -1.830 -4.012  1.216
30 C -0.105 -1.102 -4.451  -1.513
31 C -2.371 -2.007 -4.941  -1.056
32 C -3.542 -2.674 -4.621  0.774
33 C -4.643 -2.851 -5.632  -1.529
34 C -3.674 -3.178 -3.333  -0.974
35 C -2.680 -3.014 -2.375  1.301
36 C -2.900 -3.578 -0.997  -1.704
37 C 0.207 -0.015 -1.398  0.353
38 C 1.427 0.562 -1.760  1.261
39 C 2.676 -0.219 -2.056  -2.435
40 C 1.518 1.954 -1.827  -0.836
41 C 0.445 2.775 -1.539  0.974
42 C 0.571 4.274 -1.590  -1.737
43 C -0.756 2.179 -1.168  -0.904
44 C -0.893 0.801 -1.080  0.658
45 C -2.199 0.242 -0.585  -1.305
46 H 4.747 -1.894 2.645  0.378
47 H 3.243 -2.296 3.498  0.254
48 H 3.484 -0.646 2.889  0.031
49 H 0.785 -1.549 -4.005  0.224
50 H -0.125 -0.058 -4.132  0.261
51 H -0.012 -1.129 -5.539  0.434
52 H -2.240 -1.616 -5.946  0.264
53 H -4.349 -2.457 -6.606  0.342
54 H -5.551 -2.330 -5.320  0.305
55 H -4.900 -3.906 -5.758  0.341
56 H -4.582 -3.709 -3.060  0.320
57 H -3.901 -4.003 -0.912  0.359
58 H -2.775 -2.811 -0.231  0.248
59 H -2.179 -4.363 -0.760  0.354
60 H 2.472 -1.268 -2.259  0.364
61 H 3.333 -0.193 -1.185  0.325
62 H 3.205 0.219 -2.906  0.491
63 H 2.471 2.398 -2.098  0.238
64 H 1.571 4.573 -1.904  0.378
65 H 0.383 4.712 -0.607  0.344
66 H -0.150 4.709 -2.287  0.354
67 H -1.603 2.806 -0.908  0.295
68 H -2.913 1.048 -0.416  0.450
69 H -2.048 -0.279 0.364  0.126
70 H -2.636 -0.462 -1.295  0.122

Results
Charge   -2
E_LUMO (spin up / spin down)   3.80 / 3.80 eV
Expectation value of S²   0.757
Calculated total energy   -2689.59731 hartree
Relative energy (zero: lowest compared OMol25 entry of this formula, charge and spin)   0.0 kcal/mol
Gap between HOMO and LUMO (spin up / spin down)   6.63 / 6.58 eV
Spin multiplicity   2

=====

[4]
The following is a quantum chemistry calculation of C28H28BCaN10O4S as an isolated structure at a distorted geometry, from the OMol25 dataset.

Last column: Mulliken charge in e.
Geometry (Å):
1 Ca -0.457 0.009 1.019  3.110
2 N -1.615 -2.122 1.492  -0.460
3 C -2.933 -1.907 0.877  -0.294
4 C -3.343 -0.494 1.284  0.562
5 O -3.259 -0.193 2.475  -0.542
6 N -3.744 0.340 0.286  -0.267
7 C -3.809 1.685 0.613  -0.591
8 C -2.186 2.240 0.553  0.594
9 O -1.952 2.949 -0.406  -0.585
10 O -1.519 1.797 1.491  -0.625
11 H -1.296 -3.075 1.383  0.281
12 H -1.709 -1.946 2.490  0.208
13 H -3.707 -2.587 1.251  0.516
14 H -2.870 -1.999 -0.205  -0.044
15 H -4.087 1.906 1.647  0.438
16 H -4.345 2.268 -0.129  0.333
17 C 2.593 3.101 -0.028  -1.628
18 C 1.383 2.436 -0.251  -0.307
19 N 1.293 1.358 0.519  -0.529
20 N 2.435 1.310 1.251  0.577
21 C 3.231 2.352 0.938  0.092
22 B 2.585 0.148 2.263  0.170
23 N 1.481 0.305 3.356  0.779
24 C 1.616 0.949 4.532  -0.253
25 C 0.379 1.004 5.138  -1.162
26 C -0.478 0.368 4.234  -0.298
27 N 0.193 -0.050 3.165  -0.826
28 N 2.405 -1.187 1.483  0.879
29 C 3.350 -2.106 1.197  -0.173
30 C 2.789 -3.058 0.373  -1.379
31 C 1.469 -2.626 0.198  -0.234
32 N 1.250 -1.501 0.866  -0.806
33 N 3.930 0.085 2.982  1.043
34 C 4.184 -0.786 3.993  -0.522
35 C 5.486 -0.611 4.385  -0.985
36 C 5.961 0.412 3.542  -0.417
37 N 5.026 0.821 2.704  -1.163
38 H 2.948 4.002 -0.497  0.431
39 H 0.575 2.697 -0.916  0.501
40 H 4.185 2.472 1.416  0.495
41 H 2.570 1.322 4.863  0.440
42 H 0.135 1.445 6.088  0.445
43 H -1.543 0.210 4.299  0.453
44 H 4.353 -2.033 1.583  0.370
45 H 3.270 -3.928 -0.038  0.440
46 H 0.677 -3.078 -0.380  0.457
47 H 3.420 -1.461 4.345  0.518
48 H 6.014 -1.135 5.163  0.437
49 H 6.940 0.861 3.518  0.445
50 O -1.032 -0.197 -1.001  -1.064
51 S -2.035 0.489 -1.898  0.071
52 C -2.785 -0.848 -2.844  0.397
53 C -4.111 -0.723 -3.220  -0.445
54 C -4.703 -1.735 -3.963  -0.635
55 C -3.970 -2.863 -4.303  -0.466
56 C -2.645 -2.987 -3.900  -0.776
57 C -2.047 -1.977 -3.165  -0.026
58 C -1.037 1.112 -3.262  0.606
59 C -1.635 2.003 -4.138  -0.390
60 C -0.896 2.514 -5.193  -0.748
61 C 0.434 2.143 -5.349  -0.445
62 C 1.028 1.269 -4.449  -0.841
63 C 0.293 0.752 -3.392  -0.114
64 H -4.675 0.153 -2.922  0.410
65 H -5.739 -1.652 -4.263  0.411
66 H -4.432 -3.653 -4.880  0.390
67 H -2.078 -3.870 -4.163  0.424
68 H -1.018 -2.052 -2.834  0.357
69 H -2.667 2.298 -3.989  0.442
70 H -1.350 3.211 -5.884  0.405
71 H 1.014 2.551 -6.166  0.397
72 H 2.068 0.996 -4.564  0.449
73 H 0.745 0.094 -2.659  0.270

Results
Charge   0
E_LUMO (spin up / spin down)   0.31 / -1.91 eV
Expectation value of S²   0.761
Calculated total energy   -3033.14421 hartree
Relative energy (zero: lowest compared OMol25 entry of this formula, charge and spin)   19.5 kcal/mol
Gap between HOMO and LUMO (spin up / spin down)   8.85 / 6.84 eV
Spin multiplicity   2

=====

[5]
The following is a quantum chemistry calculation of C28H28BeNOS as an isolated structure at a distorted geometry, from the OMol25 dataset.

Last column: Mulliken charge in e.
Geometry (Å):
1 Be 1.583 0.612 -0.197  0.049
2 C 1.284 -0.441 3.680  -0.688
3 C 0.681 0.731 4.171  -0.679
4 C 0.491 1.774 3.286  -0.889
5 C 0.891 1.664 1.955  0.730
6 N 1.404 0.486 1.480  0.063
7 C 1.587 -0.516 2.346  0.099
8 C 0.857 2.722 0.981  0.850
9 C 0.510 4.044 1.290  -0.901
10 C 0.483 5.002 0.300  -0.667
11 C 0.797 4.647 -1.006  -0.871
12 C 1.198 3.350 -1.286  0.168
13 C 1.254 2.343 -0.325  -0.448
14 H 1.498 -1.269 4.342  0.425
15 H 0.384 0.813 5.210  0.374
16 H 0.050 2.699 3.631  0.280
17 H 2.015 -1.414 1.923  0.219
18 H 0.285 4.341 2.309  0.268
19 H 0.218 6.027 0.536  0.365
20 H 0.735 5.393 -1.791  0.400
21 H 1.473 3.114 -2.307  0.333
22 C 2.221 -0.103 -3.260  -1.594
23 C 2.756 -1.110 -2.245  3.392
24 C 2.111 -2.473 -2.553  -1.457
25 C 4.282 -1.254 -2.422  -1.997
26 C 2.440 -0.695 -0.838  -1.525
27 H 2.445 -0.432 -4.274  0.499
28 H 2.663 0.874 -3.090  0.261
29 H 1.147 -0.020 -3.140  0.224
30 H 2.305 -2.759 -3.587  0.460
31 H 1.037 -2.400 -2.410  0.012
32 H 2.497 -3.251 -1.896  0.392
33 H 4.527 -1.494 -3.459  0.449
34 H 4.662 -2.049 -1.781  0.411
35 H 4.773 -0.319 -2.150  0.381
36 H 2.854 -1.463 -0.173  0.036
37 O -0.588 0.031 -1.816  -0.714
38 S -0.848 0.291 -0.398  0.706
39 C -2.704 0.374 -0.380  0.340
40 C -3.362 0.901 0.719  -0.338
41 C -4.737 0.784 0.811  -0.669
42 C -5.451 0.145 -0.192  -0.443
43 C -4.788 -0.358 -1.303  -0.701
44 C -3.417 -0.238 -1.399  -0.343
45 C -1.000 -1.326 0.394  1.017
46 C -1.118 -2.469 -0.385  -0.554
47 C -1.319 -3.696 0.212  -0.732
48 C -1.391 -3.794 1.598  -0.611
49 C -1.294 -2.649 2.374  -0.535
50 C -1.117 -1.414 1.777  -0.648
51 H -2.792 1.403 1.490  0.483
52 H -5.257 1.185 1.672  0.389
53 H -6.527 0.057 -0.116  0.362
54 H -5.347 -0.849 -2.089  0.383
55 H -2.871 -0.600 -2.258  0.388
56 H -1.049 -2.370 -1.458  0.279
57 H -1.440 -4.583 -0.398  0.426
58 H -1.526 -4.759 2.069  0.372
59 H -1.365 -2.721 3.450  0.459
60 H -1.092 -0.518 2.376  0.258

Results
Charge   -1
E_LUMO (spin up / spin down)   2.81 / 2.80 eV
Calculated total energy   -1626.67716 hartree
Gap between HOMO and LUMO (spin up / spin down)   4.42 / 6.42 eV

=====

[6]
The following is a quantum chemistry calculation of C28H28BrN4Ni as an isolated structure, from the OMol25 dataset.

Last column: Mulliken charge in e.
Geometry (Å):
1 Ni 0.168 -2.254 0.042  -0.578
2 C 5.402 -1.647 -1.940  -1.398
3 C 3.982 -2.090 -1.711  0.454
4 C 3.451 -3.226 -2.336  -0.154
5 C 2.148 -3.659 -2.125  -0.980
6 C 1.428 -2.852 -1.272  0.652
7 Br -1.260 -3.890 0.460  -0.321
8 N 1.915 -1.836 -0.669  0.055
9 C 3.163 -1.392 -0.835  -0.233
10 H 5.908 -2.303 -2.645  0.373
11 H 5.966 -1.655 -1.007  0.346
12 H 5.434 -0.633 -2.338  0.331
13 H 4.084 -3.797 -3.006  0.418
14 H 1.740 -4.538 -2.599  0.523
15 H 3.483 -0.521 -0.280  0.520
16 C 0.080 2.921 1.326  -0.763
17 C -1.387 3.251 1.229  1.328
18 C -1.900 4.335 1.942  -0.786
19 C -3.232 4.704 1.854  -0.721
20 C -4.096 3.984 1.040  -0.591
21 C -3.617 2.891 0.342  -0.688
22 C -2.277 2.526 0.436  -0.067
23 N -1.844 1.400 -0.332  0.234
24 C -1.231 0.295 0.164  0.445
25 N -1.275 0.179 1.514  -0.152
26 C -0.465 -0.612 2.351  0.678
27 C 0.325 -1.639 1.894  0.360
28 C 1.134 -2.395 2.714  -0.612
29 C 1.163 -2.094 4.067  -0.910
30 C 0.357 -1.072 4.557  -0.932
31 C -0.462 -0.323 3.726  1.194
32 C -1.337 0.776 4.275  -1.412
33 N -0.696 -0.609 -0.605  -0.113
34 C -0.439 -0.294 -1.984  -0.878
35 C 0.518 0.668 -2.291  0.757
36 C 0.808 0.987 -3.607  -1.075
37 C 0.135 0.333 -4.630  -0.769
38 C -0.806 -0.636 -4.318  -0.915
39 C -1.111 -0.974 -2.999  1.058
40 C -2.152 -2.025 -2.714  -1.172
41 H 0.660 3.834 1.458  0.584
42 H 0.441 2.420 0.428  -0.165
43 H 0.298 2.268 2.175  0.171
44 H -1.223 4.915 2.559  0.454
45 H -3.593 5.557 2.413  0.412
46 H -5.137 4.265 0.957  0.404
47 H -4.278 2.304 -0.284  0.465
48 H -2.031 1.399 -1.323  0.302
49 H -1.841 0.875 1.976  0.081
50 H 1.723 -3.217 2.324  0.436
51 H 1.791 -2.666 4.736  0.422
52 H 0.359 -0.852 5.617  0.388
53 H -1.245 0.829 5.357  0.412
54 H -2.393 0.605 4.049  0.394
55 H -1.066 1.758 3.875  0.212
56 H 1.048 1.159 -1.483  0.349
57 H 1.554 1.738 -3.830  0.463
58 H 0.336 0.579 -5.664  0.450
59 H -1.334 -1.146 -5.116  0.433
60 H -2.617 -2.355 -3.641  0.469
61 H -2.933 -1.651 -2.049  0.242
62 H -1.728 -2.902 -2.227  0.116

Results
Charge   +1
E_LUMO (spin up / spin down)   -4.12 / -5.62 eV
Expectation value of S²   2.017
Calculated total energy   -5384.88561 hartree
Relative energy (zero: lowest compared OMol25 entry of this formula, charge and spin)   46.7 kcal/mol
Gap between HOMO and LUMO (spin up / spin down)   7.08 / 5.60 eV
Spin multiplicity   3